52
Properties=species:S:1:pos:R:3:forces:R:3:nbo_charge:R:1 method="wB97M-V/def2-TZVPD" largest_force_ev_per_a=2.5 gap_ha=0.263 total_charge=-1 e_lumo_ev=1.2 multiplicity=1 homo_energy_ev=-5.935
C 1.2354 -3.9605 0.9199 -0.15 0.10 -0.29 -0.639
C -0.0626 -3.1599 1.1696 0.78 -0.28 0.56 -0.339
I -0.8963 -2.6120 -0.7276 0.00 -0.15 0.22 0.145
C 0.2037 -1.9627 2.1506 0.23 -0.56 -0.40 -0.245
N -0.0867 -0.6369 1.6025 -0.19 -0.45 0.70 -0.296
C 0.8745 0.0662 0.9815 1.76 -0.95 -0.72 0.223
C 2.2866 -0.4736 0.7710 -0.87 0.20 1.02 -0.527
C 3.1849 0.1219 1.8733 0.21 -0.62 -0.90 0.136
N 4.4376 0.1988 1.7628 -0.02 0.08 0.34 -0.573
C 0.6203 1.2912 0.4812 -0.31 2.44 -0.09 -0.171
S 1.8660 2.2119 -0.3842 0.43 -0.11 -0.17 0.081
C -0.6514 1.8533 0.6234 0.09 -0.29 -0.74 -0.033
C -0.9402 3.2543 0.0933 -0.31 1.73 0.35 0.778
O -0.9868 4.1926 0.8562 0.25 -1.17 -0.61 -0.520
O -1.1122 3.4668 -1.2428 -0.16 -0.80 -0.20 -0.732
P -1.1242 1.9883 -2.1036 0.16 -1.88 0.78 1.438
N -2.7445 1.7051 -2.5688 0.53 0.27 -0.55 -1.165
O -0.3249 2.2436 -3.4771 -1.87 0.54 0.43 -0.973
C -1.6189 1.1086 1.2679 -0.64 1.71 -0.66 -0.054
C -3.0136 1.7240 1.4369 -1.46 0.35 0.30 0.714
O -3.8448 1.6137 0.5090 1.08 -0.37 -0.34 -0.735
O -3.1856 2.2664 2.5351 0.46 -0.15 0.45 -0.706
C -1.3322 -0.1331 1.7305 -0.75 -0.78 0.81 0.271
C -2.4672 -0.8817 2.3760 -0.30 -0.77 -0.03 -0.502
C -3.6435 -1.1827 1.3908 0.09 0.61 0.39 -0.064
O -4.1196 -2.5161 1.5878 0.08 0.30 -0.03 -0.734
H 0.9801 -4.9651 0.5758 0.09 0.07 0.09 0.229
H 1.8597 -3.5154 0.1412 -0.08 0.03 0.10 0.224
H 1.8376 -4.0282 1.8335 -0.18 -0.11 -0.02 0.207
H -0.7321 -3.8586 1.6731 -0.39 0.32 -0.30 0.231
H 1.2509 -2.0329 2.4407 -0.07 0.38 -0.09 0.225
H -0.3452 -2.0904 3.0795 -0.13 0.06 -0.21 0.237
H 2.2914 -1.5610 0.8248 0.18 0.09 -0.05 0.231
H 2.6287 -0.1842 -0.2238 0.11 -0.09 0.12 0.276
H 2.6911 0.4576 2.7904 0.10 0.02 -0.08 0.169
H 4.7346 -0.1501 0.8491 0.07 0.10 0.01 0.337
H 1.6170 3.4517 0.0936 -0.28 -0.38 0.06 0.162
H -2.8126 1.4861 -3.5595 -0.03 0.39 -0.03 0.382
H -3.0675 0.8885 -2.0610 -0.22 0.34 0.34 0.400
H 0.0049 1.3390 -3.7042 0.42 1.14 -0.08 0.532
H -2.8751 -0.2851 3.1974 0.27 0.13 -0.11 0.271
H -2.1925 -1.8489 2.8008 0.08 0.12 -0.15 0.220
H -4.4342 -0.4632 1.6103 0.02 -0.11 -0.19 0.209
H -3.3332 -0.9910 0.3618 -0.06 -0.30 0.05 0.186
H -5.0603 -2.4110 1.7479 -0.02 -0.32 -0.01 0.474
F 2.6216 1.6028 -5.8048 -0.72 -0.45 0.06 -0.590
P 3.2096 1.2826 -4.3051 0.66 0.40 -0.26 2.614
F 4.4431 0.7397 -5.2455 0.53 0.33 0.35 -0.592
F 3.2290 -0.2195 -3.6288 0.19 -0.41 -0.49 -0.597
F 1.6020 1.0691 -3.9061 0.50 -0.32 0.32 -0.625
F 2.9079 2.8644 -3.9905 -0.13 0.26 -0.72 -0.588
F 4.3897 1.6354 -3.2059 -0.04 -0.68 0.66 -0.599

10
Properties=species:S:1:pos:R:3:forces:R:3:nbo_charge:R:1 method="wB97M-V/def2-TZVPD" largest_force_ev_per_a=5.0 de_lowest_kcal_mol=37.84 gap_ha=0.419 e_lumo_ev=0.9 smiles=C#C[C@H](F)CCl multiplicity=1 homo_energy_ev=-10.511
C 1.9271 -1.4010 -0.0436 0.18 0.61 0.56 -0.157
C 1.0818 -0.5363 -0.1480 1.74 -3.15 1.15 -0.081
C 0.0218 0.3531 -0.3419 -0.72 3.29 -3.64 0.112
F 0.6658 1.6761 -0.3067 -0.54 -0.94 -0.33 -0.386
C -1.2316 0.5745 0.4944 1.79 -2.96 -0.37 -0.385
Cl -2.3356 -0.5657 -0.2751 -1.33 -0.25 0.33 -0.045
H 2.7751 -2.0518 0.2295 -1.12 0.68 -0.56 0.251
H -0.3763 0.1363 -1.4690 1.10 0.99 2.43 0.218
H -1.4830 1.5784 0.3579 -0.79 1.35 0.03 0.242
H -1.0453 0.2364 1.5026 -0.31 0.37 0.40 0.230

30
Properties=species:S:1:pos:R:3:forces:R:3:nbo_charge:R:1 method="wB97M-V/def2-TZVPD" largest_force_ev_per_a=1.7 gap_ha=0.350 total_charge=+1 e_lumo_ev=-3.9 multiplicity=1 homo_energy_ev=-13.437
N 1.9392 -1.5335 2.8185 0.19 0.15 -0.88 -1.070
B 0.7593 -1.6331 2.0646 -0.08 -0.10 0.26 1.209
O -0.3800 -0.8914 2.3487 0.12 0.22 -0.18 -0.923
O 0.6947 -2.6575 1.0783 -0.08 0.01 -0.12 -0.681
C 0.5139 -2.3764 -0.2040 -0.34 0.26 0.14 1.005
O 0.3884 -3.1682 -1.0812 0.15 -0.24 -0.15 -0.578
O 0.4443 -1.0207 -0.4038 0.78 -0.07 0.45 -0.585
C 0.9788 -0.5099 -1.6362 -0.46 0.02 -0.40 -0.072
C 1.8333 0.7102 -1.3336 0.01 -0.27 0.29 -0.422
C 1.1818 1.6690 -0.3356 0.18 0.35 0.02 -0.421
C -0.0846 2.3594 -0.8710 0.31 0.15 -0.19 -0.485
S -1.4584 2.4473 0.3194 -0.02 0.02 0.01 0.193
C -2.3288 0.9590 0.0640 0.93 -0.72 -1.26 0.302
N -3.3729 0.5580 0.6924 -0.23 0.34 0.47 -0.480
N -3.7215 -0.6897 0.1826 0.36 0.14 -0.23 -0.225
C -2.8415 -0.9272 -0.7214 -0.19 -0.11 0.09 0.318
O -1.9272 0.0788 -0.8696 -0.52 0.15 0.29 -0.407
H 2.2391 -0.6300 3.1492 -0.19 -0.16 0.54 0.402
H 2.7207 -2.0996 2.5213 0.02 -0.01 0.12 0.405
H -0.4298 -0.0634 1.8668 -0.03 -0.02 0.01 0.486
H 1.5313 -1.2957 -2.1514 0.02 0.07 0.06 0.230
H 0.1341 -0.2354 -2.2773 0.07 -0.10 0.04 0.175
H 2.0615 1.2218 -2.2733 0.01 -0.04 0.06 0.227
H 2.7824 0.3786 -0.9014 -0.04 0.09 -0.08 0.230
H 0.9817 1.1576 0.6090 -0.03 -0.04 -0.19 0.212
H 1.9050 2.4534 -0.0951 -0.06 -0.08 0.03 0.235
H 0.1051 3.4140 -1.0855 -0.07 -0.10 0.01 0.261
H -0.4711 1.9208 -1.7908 -0.09 -0.06 0.13 0.254
H -2.7409 -1.8021 -1.3467 -0.01 0.08 0.05 0.248
Li -3.4378 2.2060 1.6632 -0.71 0.08 0.60 0.954